No. 1
C12H48N14O12 | wB97M-V/def2-TZVPD

```
86
Properties=species:S:1:pos:R:3:mulliken_charge:R:1
N 10.17 6.36 9.31 -0.402
C 8.93 5.93 9.74 0.515
N 8.55 4.69 9.20 -0.543
O 8.18 6.64 10.40 -0.678
H 10.47 7.20 9.82 0.193
H 10.88 5.67 9.33 0.302
H 7.56 4.56 9.26 0.281
H 8.94 4.53 8.28 0.241
N 10.50 14.14 11.59 -0.333
C 11.87 14.44 11.69 0.474
N 12.18 15.47 12.49 -0.454
O 12.64 13.81 10.90 -0.606
H 9.81 14.60 12.19 0.225
H 10.27 13.19 11.22 0.183
H 12.92 16.10 12.21 0.277
H 11.44 15.97 12.99 0.186
N 12.22 12.29 8.43 -0.113
C 11.13 11.53 8.75 0.381
N 10.96 10.42 8.00 -0.356
O 10.38 11.77 9.71 -0.602
H 12.68 12.22 7.56 0.150
H 12.48 13.03 9.06 0.176
H 10.35 9.74 8.42 0.121
H 11.68 10.16 7.37 0.202
N 8.79 9.60 10.59 -0.148
C 9.10 9.68 11.86 0.337
N 9.42 8.51 12.48 -0.309
O 9.16 10.73 12.50 -0.729
H 8.54 10.41 10.02 0.265
H 8.42 8.70 10.30 0.232
H 9.63 7.67 11.99 0.172
H 9.95 8.63 13.34 0.203
N 11.32 11.15 14.44 0.024
C 11.34 12.12 15.36 0.364
N 10.26 13.01 15.22 -0.379
O 12.16 12.27 16.22 -0.646
H 10.42 10.85 13.96 0.079
H 12.11 10.50 14.53 0.116
H 10.00 13.53 16.05 0.241
H 9.52 12.65 14.64 0.209
N 14.43 12.72 13.38 -0.321
C 15.24 11.60 13.52 0.498
N 15.08 10.93 14.68 -0.315
O 15.95 11.10 12.67 -0.770
H 13.75 12.99 14.10 0.269
H 14.12 13.05 12.49 0.084
H 15.86 10.34 15.02 0.251
H 14.47 11.21 15.46 0.177
N 14.20 8.84 11.44 -0.024
C 12.98 9.19 10.95 0.473
N 12.71 10.53 10.94 0.775
O 12.22 8.35 10.51 -0.459
H 14.31 7.86 11.65 0.082
H 14.74 9.51 12.01 0.039
H 11.73 10.79 10.81 -0.318
H 13.33 11.24 11.34 -0.240
C 14.60 10.02 6.27 -0.155
O 13.30 10.04 5.71 -0.535
H 14.80 10.89 6.97 0.017
H 14.76 9.07 6.74 0.108
H 15.30 10.01 5.42 0.313
H 13.27 9.37 5.05 0.276
C 15.76 13.86 7.40 -0.723
O 16.05 12.57 7.82 -0.398
H 15.93 13.99 6.39 0.355
H 14.68 14.04 7.51 0.199
H 16.30 14.59 7.98 0.311
H 16.10 12.53 8.80 0.234
C 18.72 12.35 9.96 -0.683
O 17.41 12.43 10.47 -0.392
H 18.84 13.22 9.28 0.210
H 19.45 12.56 10.74 0.358
H 18.97 11.38 9.49 0.260
H 17.25 11.96 11.33 0.291
C 14.22 6.49 8.98 -0.674
O 13.43 6.05 10.12 -0.602
H 14.66 5.56 8.57 0.412
H 13.55 6.98 8.28 0.222
H 15.02 7.17 9.31 0.282
H 12.95 6.81 10.49 0.287
C 13.28 6.08 13.09 -0.455
O 14.58 6.23 12.63 -0.590
H 12.98 6.98 13.61 0.195
H 12.50 5.88 12.29 0.162
H 13.25 5.18 13.70 0.342
H 14.69 5.75 11.81 0.321
```

structure (SMILES) = NC(N)=O.NC(N)=O.NC(N)=O.NC(N)=O.NC(N)=O.NC(N)=O.NC(N)=O.CO.CO.CO.CO.CO
calculated total energy = -2155.7447 Eh
energy above the lowest of the compared OMol25 structures with the same formula, charge and spin = 0.000 eV
LUMO = 0.578 eV

***

No. 2
C3H6O | wB97M-V/def2-TZVPD

```
10
Properties=species:S:1:pos:R:3:mulliken_charge:R:1
C 1.30 -0.34 -0.04 -0.993
C -0.13 0.29 0.52 0.105
C -1.29 0.15 -0.38 -0.327
O -1.16 -0.68 0.67 -0.417
H 1.21 -1.41 -0.17 0.316
H 2.00 0.06 0.65 0.299
H 1.42 0.18 -1.04 0.246
H -0.09 1.19 1.24 0.288
H -1.98 0.92 -0.08 0.242
H -1.28 -0.36 -1.37 0.242
```

structure (SMILES) = C[C@H]1CO1
calculated total energy = -193.0617 Eh
energy above the lowest of the compared OMol25 structures with the same formula, charge and spin = 2.219 eV
LUMO = 1.236 eV

***

No. 3
C6H14N2 | wB97M-V/def2-TZVPD

```
22
Properties=species:S:1:pos:R:3:mulliken_charge:R:1
C -1.12 3.50 2.36 -0.041
N -0.94 2.24 2.09 -0.004
C -0.35 1.74 0.86 -0.187
C -0.05 0.48 0.50 -0.437
C 0.17 0.03 -0.84 -0.781
C 0.06 -1.55 -0.97 -0.016
C 0.99 -2.44 -0.11 -1.222
N 0.44 -1.76 -2.39 -0.355
H -1.06 4.42 1.73 0.294
H -1.66 3.77 3.40 0.259
H -1.21 1.61 2.78 0.273
H -0.20 2.59 0.08 0.289
H -0.20 -0.43 1.24 0.245
H -0.57 0.38 -1.43 0.576
H 1.19 0.23 -1.10 0.452
H -0.95 -1.75 -0.70 0.413
H 1.54 -1.78 0.70 0.275
H 1.76 -3.11 -0.33 0.451
H 0.35 -2.95 0.69 0.349
H 0.02 -2.46 -3.02 0.362
H 0.35 -0.82 -2.93 0.415
H 1.44 -1.93 -2.60 0.389
```

structure (SMILES) = C=[NH+]/C=C/C[C@H](C)[NH3+]
calculated total energy = -345.7987 Eh
energy above the lowest of the compared OMol25 structures with the same formula, charge and spin = 2.406 eV
total charge = +2
LUMO = -8.376 eV

***

No. 4
C5H12NS | wB97M-V/def2-TZVPD

```
19
Properties=species:S:1:pos:R:3:mulliken_charge:R:1
C 0.20 1.24 -0.97 -1.720
C 0.01 0.25 0.14 1.026
C 0.40 0.90 1.53 -1.543
N -1.49 -0.02 0.04 -0.255
C 0.72 -1.14 0.03 -0.968
C 2.28 -1.17 -0.25 -0.246
S 3.11 0.12 -0.32 -0.193
H 0.95 1.96 -0.59 0.375
H 0.58 0.89 -1.93 0.289
H -0.72 1.82 -1.10 0.592
H 0.27 0.18 2.28 0.411
H 1.41 1.35 1.39 0.395
H -0.32 1.68 1.62 0.545
H -1.87 0.59 -0.67 0.276
H -1.98 0.19 1.00 0.427
H -1.77 -1.13 0.02 0.440
H 0.36 -1.66 -0.95 0.363
H 0.31 -1.80 0.84 0.388
H 2.64 -2.15 -0.42 0.397
```

structure (SMILES) = CC(C)([NH3+])CC=S
calculated total energy = -650.3320 Eh
energy above the lowest of the compared OMol25 structures with the same formula, charge and spin = 2.251 eV
total charge = +1
LUMO = -3.699 eV

***

No. 5
C27H34GeO2PTl | wB97M-V/def2-TZVPD

```
66
Properties=species:S:1:pos:R:3:mulliken_charge:R:1
Tl -1.28 0.54 0.64 0.665
C 2.31 1.21 3.74 -1.264
C 3.01 0.94 2.40 -0.605
P 1.99 -0.05 1.23 0.603
C 3.20 -0.19 -0.16 -0.690
C 3.34 1.10 -0.96 -1.074
C 2.17 -1.72 1.98 -0.611
C 1.39 -2.80 1.21 -1.157
H 2.96 1.79 4.40 0.394
H 2.08 0.28 4.27 0.297
H 1.38 1.76 3.60 0.269
H 3.96 0.43 2.56 0.362
H 3.22 1.90 1.92 0.300
H 2.84 -0.99 -0.81 0.339
H 4.17 -0.50 0.25 0.486
H 2.37 1.42 -1.35 0.129
H 4.02 0.97 -1.80 0.433
H 3.73 1.91 -0.34 0.337
H 1.79 -1.65 3.01 0.329
H 3.23 -1.97 2.04 0.386
H 0.34 -2.53 1.12 0.229
H 1.46 -3.76 1.72 0.388
H 1.79 -2.92 0.20 0.292
O -2.98 -0.19 -2.85 -0.602
C -1.85 -0.46 -2.46 0.351
O -1.53 -0.72 -1.23 -0.713
C -0.71 -0.47 -3.48 -0.755
C 0.10 0.84 -3.46 -0.430
Ge -0.92 2.44 -3.99 1.484
C -1.84 2.18 -5.68 -0.236
C -1.45 2.88 -6.82 -0.337
C -2.10 2.69 -8.04 -0.633
C -3.15 1.78 -8.12 -0.497
C -3.55 1.07 -6.99 -0.900
C -2.90 1.27 -5.78 0.322
C 0.36 3.92 -4.15 -0.124
C -0.10 5.21 -4.44 -0.171
C 0.77 6.28 -4.55 -0.759
C 2.14 6.08 -4.36 -0.422
C 2.62 4.81 -4.06 -0.606
C 1.73 3.74 -3.96 -0.362
C -2.16 3.05 -2.60 0.348
C -3.54 3.13 -2.79 -0.165
C -4.37 3.53 -1.76 -0.614
C -3.84 3.84 -0.51 -0.442
C -2.47 3.79 -0.31 -0.700
C -1.64 3.40 -1.36 -0.856
H -1.16 -0.61 -4.46 0.340
H -0.04 -1.31 -3.28 0.550
H 0.94 0.75 -4.14 0.489
H 0.50 1.02 -2.46 -0.312
H -0.63 3.59 -6.77 0.317
H -1.80 3.25 -8.91 0.399
H -3.65 1.61 -9.07 0.370
H -4.36 0.36 -7.06 0.422
H -3.22 0.73 -4.89 0.469
H -1.17 5.37 -4.58 0.437
H 0.40 7.26 -4.78 0.390
H 2.82 6.92 -4.44 0.379
H 3.68 4.65 -3.91 0.403
H 2.12 2.75 -3.74 0.145
H -3.97 2.86 -3.75 0.361
H -5.44 3.60 -1.92 0.406
H -4.50 4.14 0.30 0.389
H -2.05 4.06 0.65 0.510
H -0.56 3.43 -1.22 0.518
```

calculated total energy = -3790.5060 Eh
LUMO = -0.100 eV

***

No. 6
C14H13F3N4O2 | wB97M-V/def2-TZVPD

```
36
Properties=species:S:1:pos:R:3:mulliken_charge:R:1
C -0.33 -0.20 -3.48 -1.146
C 0.75 -0.53 -2.50 0.468
N 1.24 -1.79 -2.44 -0.666
C 2.05 -2.09 -1.45 -0.909
C 2.47 -1.17 -0.50 0.936
C 3.26 -1.79 0.52 -0.340
O 3.23 -1.31 1.63 -0.498
C 2.12 0.19 -0.64 0.951
C 2.69 1.27 0.25 -1.820
N 1.85 1.40 1.45 -0.279
N 0.52 1.94 1.43 -0.137
C -0.64 1.19 1.50 0.514
C -0.66 -0.21 1.30 0.301
C -1.89 -0.84 1.18 -0.899
C -3.06 -0.08 1.37 0.162
C -4.43 -0.69 1.35 0.905
F -4.49 -2.00 1.22 -0.269
F -5.18 -0.36 2.46 -0.267
F -5.00 -0.14 0.27 -0.248
C -2.93 1.31 1.64 -0.700
N -1.75 1.90 1.70 -0.663
C 1.17 0.50 -1.61 0.520
O 0.64 1.75 -1.67 -0.678
H -1.29 -0.10 -2.95 0.263
H -0.43 -1.04 -4.23 0.358
H -0.10 0.72 -4.05 0.346
H 2.41 -3.08 -1.40 0.350
H 3.69 -2.77 0.31 0.382
H 3.68 0.99 0.57 0.493
H 2.78 2.23 -0.27 0.391
H 1.87 0.50 1.96 0.335
H 0.39 2.82 1.91 0.270
H 0.31 -0.72 1.18 0.269
H -1.98 -1.92 0.97 0.444
H -3.81 1.92 1.84 0.379
H 0.85 2.19 -0.84 0.482
```

structure (SMILES) = Cc1ncc(C=O)c(CNNc2ccc(C(F)(F)F)cn2)c1O
calculated total energy = -1210.3737 Eh
energy above the lowest of the compared OMol25 structures with the same formula, charge and spin = 0.000 eV
LUMO = -0.357 eV

***

No. 7
C8H9N5OSbSe4Ti | wB97M-V/def2-TZVPD

```
29
Properties=species:S:1:pos:R:3:mulliken_charge:R:1
Ti -0.25 0.30 -1.09 0.285
C 1.02 -1.24 1.90 -0.434
C 1.74 -2.23 1.25 -0.359
C 1.13 -2.99 0.26 -0.466
C -0.19 -2.77 -0.07 -0.059
C -0.94 -1.81 0.61 -0.912
C -0.33 -1.04 1.60 -0.073
H 1.50 -0.62 2.64 0.377
H 2.78 -2.38 1.50 0.407
H 1.70 -3.75 -0.26 0.385
H -0.66 -3.34 -0.86 0.371
H -1.99 -1.66 0.40 0.414
H -0.92 -0.30 2.12 0.420
Se -3.78 0.65 1.57 -0.646
Sb -2.60 1.73 -0.22 0.903
Se -0.20 2.34 0.47 -0.609
Se -1.44 -0.72 -2.81 -0.640
Se -3.54 3.47 -1.54 -0.609
N 1.73 -1.74 -3.30 -0.647
N 2.47 -0.95 -2.42 0.962
N 3.77 -0.89 -2.43 -0.934
C 4.01 -0.14 -1.36 -0.196
N 2.89 0.21 -0.71 -0.768
N 1.92 -0.31 -1.43 0.766
H 1.93 -1.41 -4.24 0.283
H 0.72 -1.55 -3.09 0.062
H 5.00 0.14 -1.04 0.460
O 0.14 2.63 -3.39 -0.214
C 0.01 1.83 -2.60 0.472
```

calculated total energy = -11354.8218 Eh
energy above the lowest of the compared OMol25 structures with the same formula, charge and spin = 0.148 eV
total charge = -1
multiplicity = 3
LUMO (alpha / beta) = 2.385 / 1.239 eV

***

No. 8
C20H22N2O5S | wB97M-V/def2-TZVPD

```
50
Properties=species:S:1:pos:R:3:mulliken_charge:R:1
C 3.33 0.87 -5.02 -0.723
O 2.31 1.25 -4.13 -0.298
C 2.76 1.39 -2.80 -0.734
C 1.57 1.75 -1.92 -0.119
C 2.00 1.96 -0.47 -1.288
N 0.84 2.20 0.38 0.221
C 0.51 3.50 0.67 0.948
O 1.30 4.41 0.52 -0.640
C -0.86 3.76 1.12 -0.021
C -1.34 4.81 1.86 -0.608
C -2.74 4.64 1.92 -0.495
C -3.01 3.51 1.21 -0.483
O -1.89 2.97 0.72 -0.205
C 0.19 1.09 0.85 0.477
N 0.24 -0.05 0.27 -0.339
C -0.36 -1.05 0.98 -0.459
C -0.37 -2.39 0.41 1.150
C 0.39 -2.60 -0.74 -0.471
C 0.45 -3.85 -1.36 0.291
O 1.24 -3.92 -2.47 -0.405
C 1.33 -5.15 -3.15 -0.891
C -0.26 -4.90 -0.81 -0.877
C -1.02 -4.70 0.33 -0.914
C -1.09 -3.47 0.96 0.532
O -1.83 -3.23 2.08 -0.394
C -2.60 -4.28 2.62 -1.003
C -0.88 -0.64 2.18 -0.485
S -0.60 1.04 2.44 -0.174
H 3.76 -0.10 -4.74 0.284
H 4.13 1.61 -5.05 0.297
H 2.87 0.79 -6.00 0.253
H 3.22 0.45 -2.46 0.351
H 3.53 2.18 -2.75 0.370
H 0.84 0.95 -1.98 0.277
H 1.11 2.66 -2.31 0.283
H 2.51 1.07 -0.10 0.317
H 2.65 2.83 -0.38 0.627
H -0.76 5.59 2.29 0.536
H -3.45 5.27 2.43 0.459
H -3.93 3.01 0.98 0.455
H 0.94 -1.78 -1.16 0.766
H 1.98 -4.97 -4.00 0.235
H 0.35 -5.48 -3.51 0.350
H 1.76 -5.93 -2.51 0.349
H -0.24 -5.88 -1.25 0.367
H -1.57 -5.55 0.73 0.371
H -3.12 -3.85 3.48 0.234
H -1.98 -5.11 2.95 0.386
H -3.34 -4.64 1.90 0.368
H -1.40 -1.21 2.92 0.471
```

structure (SMILES) = COCCCN(C(=O)c1ccco1)c1nc(-c2cc(OC)ccc2OC)cs1
calculated total energy = -1659.1713 Eh
energy above the lowest of the compared OMol25 structures with the same formula, charge and spin = 2.927 eV
LUMO = 0.507 eV